(1)
An isolated molecule of C4H5O2P at a distorted geometry, computed with ωB97M-V/def2-TZVPD.

```
12
Properties=species:S:1:pos:R:3:mulliken_charge:R:1
P -2.546 -1.122 -0.790 0.087
O -2.661 0.493 -1.058 -0.236
O -0.264 0.864 1.482 -0.533
C -0.044 0.250 0.219 0.162
C -0.785 -1.086 -0.064 -0.832
C -1.611 1.202 -1.377 -0.048
C -0.379 1.197 -0.935 -0.324
H 0.353 1.593 1.582 0.332
H 1.030 0.003 0.156 0.259
H -0.156 -1.640 -0.767 0.349
H -0.874 -1.686 0.842 0.379
H 0.392 1.847 -1.303 0.405
```

As for the multiplicity: 1. The LUMO energy (spin up / spin down) is -0.6590 / -0.2902 eV. Its net charge is 0. Its max |F| is 1.41 eV Å⁻¹. Its energy is -17608.60673 eV. The calculation puts the gap between HOMO and LUMO (spin up / spin down) at 7.977 / 7.700 eV.


(2)
A structure of composition C4H5O2Sn at a distorted geometry, computed with ωB97M-V/def2-TZVPD.

```
12
Properties=species:S:1:pos:R:3:lowdin_spin:R:1
Sn -0.458 -1.097 -1.039 0.691
O -0.992 0.414 0.041 0.116
O 1.643 -0.849 -0.680 0.086
C -0.673 1.994 -0.228 0.072
C 2.342 -0.188 0.126 0.002
C -0.213 1.228 0.881 0.011
C 3.597 -0.031 0.208 0.012
H -1.649 2.482 -0.237 0.002
H 4.449 -0.268 0.830 0.002
H 1.061 0.851 0.873 0.002
H -0.643 1.395 1.873 0.002
H 0.032 2.242 -1.023 0.003
```

As for the multiplicity: 2. The LUMO energy (spin up / spin down) is 0.0751 / -0.1817 eV. Its net charge is 0. Its max |F| is 4.86 eV Å⁻¹. Its energy is -14147.73164 eV. The calculation puts the gap between HOMO and LUMO (spin up / spin down) at 5.974 / 7.894 eV.


(3)
The ion C4H5O3 with charge -1 at a distorted geometry, computed with ωB97M-V/def2-TZVPD.

```
12
Properties=species:S:1:pos:R:3:mulliken_charge:R:1
O 0.388 -0.905 2.433 -0.741
O -1.613 0.346 -2.766 -0.526
O 1.045 1.098 1.614 -0.728
C -0.812 -0.204 -2.046 -0.027
C 0.663 -0.094 1.530 0.394
C -0.216 0.395 -0.810 -0.315
C 0.543 -0.623 0.074 -0.535
H -0.002 -1.565 0.096 0.379
H -0.476 -1.228 -2.331 0.350
H -0.989 0.913 -0.251 0.324
H 0.474 1.158 -1.179 0.218
H 1.551 -0.701 -0.323 0.206
```

As for the multiplicity: 1. The LUMO energy is 3.7461 eV. Its net charge is -1. Its max |F| is 1.18 eV Å⁻¹. Its energy is -10372.87439 eV. The calculation puts the gap between HOMO and LUMO at 7.982 eV.


(4)
A structure of composition C4H5O3S at a distorted geometry, computed with ωB97M-V/def2-TZVPD.

```
13
Properties=species:S:1:pos:R:3:mulliken_charge:R:1
S 1.147 -0.938 2.022 0.106
O 2.087 0.085 2.683 -0.626
O -0.414 -2.485 -0.941 -0.590
O -1.965 -1.613 0.521 -0.567
C 0.617 0.634 -0.158 -0.415
C -0.904 -1.836 -0.028 0.450
C -0.676 1.171 -0.906 -0.974
C 0.473 -0.621 0.589 0.287
H 1.336 0.544 -1.128 0.178
H -0.322 1.933 -1.581 0.355
H -0.897 0.204 -1.387 0.245
H 1.041 1.410 0.580 0.277
H -1.521 1.511 -0.266 0.274
```

As for the multiplicity: 1. The LUMO energy is 3.8196 eV. Its net charge is -1. Its max |F| is 3.05 eV Å⁻¹. Its energy is -21206.63179 eV. The calculation puts the gap between HOMO and LUMO at 8.536 eV.